A molecular structure, C14H20AlN9O2S. Source: OMol25; level of theory: ωB97M-V/def2-TZVPD.

Geometry as XYZ:
```
47
Properties=species:S:1:pos:R:3:forces:R:3
Al -0.358434 -0.226855 1.056611 -0.339 -0.358 0.235
N 3.994266 1.866345 -4.635389 0.064 0.131 -0.330
C 3.756666 1.215345 -3.482489 0.018 -0.085 0.448
C 2.486366 0.669345 -3.216889 -0.098 -0.059 0.011
C 2.233666 0.029445 -2.029589 -0.066 -0.021 -0.140
C 3.240666 -0.068055 -1.078389 -0.048 -0.554 0.715
C 4.498266 0.470045 -1.304589 0.040 -0.036 0.096
C 4.755866 1.101945 -2.496889 -0.059 -0.053 -0.078
S 2.856166 -0.851755 0.441011 -1.202 0.729 0.068
O 2.229766 -2.145655 0.255211 0.264 0.060 -0.349
O 3.841066 -0.734355 1.450911 0.411 0.308 -0.199
N 1.454866 0.069245 0.911911 0.292 -1.417 -0.165
C 1.308666 1.394045 0.918711 -0.056 1.606 -0.074
N 2.253766 2.298245 0.763611 0.494 -0.407 0.080
C 1.894266 3.562945 0.858211 -0.361 0.144 0.022
C 0.573266 3.968945 1.082411 -0.213 -0.098 -0.027
C -0.386734 2.985545 1.169111 0.260 0.274 -0.029
N -0.032334 1.696045 1.083911 0.576 -0.535 -0.083
H 3.315666 1.872145 -5.377089 0.057 -0.016 0.044
H 4.924066 2.169345 -4.863089 0.005 0.017 -0.034
H 1.717566 0.749245 -3.967789 -0.159 -0.001 -0.104
H 1.258766 -0.401455 -1.824389 0.040 -0.009 -0.178
H 5.249366 0.380545 -0.535989 0.173 0.055 0.029
H 5.734666 1.508945 -2.690089 0.157 0.081 0.003
H 2.693866 4.281345 0.742611 -0.002 0.158 0.000
H 0.308566 5.009845 1.152511 -0.016 0.083 0.016
H -1.439734 3.210345 1.290611 0.050 0.009 0.036
C -5.331234 -2.120755 1.011711 -0.270 -0.445 -0.278
N -4.377434 -1.066655 1.315111 0.332 -0.143 0.174
C -4.923634 0.269745 1.495311 -0.096 0.479 0.001
C -3.062134 -1.249055 1.258411 -0.225 0.330 -0.029
N -2.209934 -0.229955 1.275911 0.059 0.273 -0.006
N -2.593734 -2.539555 1.186111 -0.465 -0.332 0.087
C -1.278834 -2.948655 1.141411 0.493 0.164 -0.188
N -1.045134 -4.249155 1.250511 0.023 -0.189 -0.047
N -0.322234 -2.076655 0.978611 0.073 -0.027 0.000
H -6.331834 -1.774655 1.258411 0.114 -0.033 0.019
H -5.161134 -3.026755 1.593111 -0.013 0.015 0.109
H -5.310434 -2.358055 -0.054189 -0.020 -0.058 0.032
H -5.951734 0.189445 1.841111 0.106 -0.038 -0.026
H -4.921934 0.833045 0.558111 0.014 -0.008 0.028
H -4.372234 0.816245 2.261111 -0.047 -0.030 0.014
H -2.678734 0.670545 1.306311 0.044 -0.253 -0.008
H -3.291934 -3.273355 1.241411 0.181 0.233 0.014
H -1.762934 -4.948055 1.361111 0.000 0.074 -0.005
H -0.087634 -4.574655 1.220711 -0.129 -0.001 -0.011
H 0.651966 -2.424155 0.825011 -0.458 -0.022 0.110
```
Forces are in eV/Å.

- relative energy (zero: lowest compared OMol25 entry of this formula, charge and spin) (kcal per mole) = 4.6
- E_HOMO (eV) = -12.932
- Kohn-Sham gap (eV) = 6.859
- net charge = +2
- multiplicity = 1
- E (hartree) = -1829.05805


A molecular structure, C8H6Br2O3S. Source: OMol25; level of theory: ωB97M-V/def2-TZVPD.

Geometry as XYZ:
```
20
Properties=species:S:1:pos:R:3:forces:R:3
C 0.164376 -0.480944 1.450074 1.909 -0.140 -0.848
C -1.065141 -0.964773 2.057187 -2.040 0.541 1.089
C -1.820940 1.284627 2.063248 -2.014 -0.677 5.453
C -1.662151 1.665514 0.868216 1.047 1.099 -2.220
C 1.315017 -0.366800 -0.731696 0.174 0.471 -2.362
C 0.146800 -0.488671 0.105372 -0.122 -0.538 2.026
C -1.916666 -1.665217 0.974308 0.114 0.098 -0.400
C 1.030573 -0.629562 -2.218200 2.660 1.373 -0.232
O -1.903113 0.014012 2.625414 0.619 1.460 -0.151
O -1.268925 2.126439 -0.116541 -0.223 0.496 -1.194
O 2.398106 -0.171152 -0.279891 1.354 0.320 0.534
S -1.255588 -1.076518 -0.664564 -2.380 -0.691 0.496
Br -1.470763 -3.480669 1.247699 0.139 -1.606 -0.410
Br -3.856492 -1.459900 1.250282 0.755 0.009 -0.535
H 1.124014 -0.319028 1.987253 -1.014 0.096 -0.336
H -0.956811 -1.578996 2.935915 0.503 -0.807 -0.153
H -2.220345 1.959316 2.857183 0.522 0.055 -1.294
H 0.537647 -1.549074 -2.204376 -0.684 -1.604 -0.670
H 1.981642 -0.663990 -2.825077 -0.901 -0.172 0.904
H 0.420514 0.118321 -2.711986 -0.419 0.216 0.303
```
Forces are in eV/Å.

- relative energy (zero: lowest compared OMol25 entry of this formula, charge and spin) (kcal per mole) = 18.9
- E_HOMO (eV) = -8.814
- Kohn-Sham gap (eV) = 8.014
- multiplicity = 1
- E (hartree) = -6080.25036


C2BrClF2 in the gas phase. Source: OMol25; level of theory: ωB97M-V/def2-TZVPD.

Geometry as XYZ:
```
6
Properties=species:S:1:pos:R:3:forces:R:3
F -0.605089 -1.712057 0.029032 -0.182 -1.579 -0.281
C -0.744134 -0.444209 -0.078916 1.616 1.950 0.993
F -2.027330 -0.076814 -0.000029 1.315 0.048 -0.344
C 0.342933 0.367440 -0.023282 1.318 -0.375 -0.112
Cl 0.387835 2.053411 0.035840 -0.538 -0.165 -0.119
Br 2.645786 -0.187771 0.037354 -3.529 0.121 -0.136
```
Forces are in eV/Å.

- relative energy (zero: lowest compared OMol25 entry of this formula, charge and spin) (kcal per mole) = 32.9
- E_HOMO (eV) = -10.034
- Kohn-Sham gap (eV) = 8.176
- multiplicity = 1
- E (hartree) = -3310.05018
- structure (SMILES) = FC(F)=C(Cl)Br


C4H6P2 in the gas phase. Source: OMol25; level of theory: ωB97M-V/def2-TZVPD.

Geometry as XYZ:
```
12
Properties=species:S:1:pos:R:3:forces:R:3
C 2.728566 0.157061 0.012745 -4.806 -3.214 -3.339
C 1.397888 -0.137912 0.203537 -0.570 0.584 2.087
C 0.204839 -0.718959 -0.536066 1.266 0.369 -2.633
C -1.067032 -0.994595 -0.309514 0.659 -0.291 1.285
P -2.662657 -1.284082 -0.009006 1.071 -0.811 -0.035
P -3.158968 0.822967 -0.050316 0.651 1.283 0.002
H 3.149760 0.702071 0.726729 2.034 2.039 2.802
H 3.261818 -0.165767 -0.869554 0.147 0.146 -0.036
H 1.005148 0.224689 1.193031 0.551 -0.254 -0.806
H 0.341670 -0.718686 -1.653857 0.184 -0.092 0.810
H -1.700548 1.139980 -0.060505 -1.728 0.316 0.441
H -3.500483 0.973231 1.352779 0.540 -0.074 -0.578
```
Forces are in eV/Å.

- relative energy (zero: lowest compared OMol25 entry of this formula, charge and spin) (kcal per mole) = 53.2
- E_HOMO (eV) = -8.434
- Kohn-Sham gap (eV) = 8.521
- multiplicity = 1
- E (hartree) = -838.57133
- structure (SMILES) = C=CC=C=P#[PH2]


5 unconnected molecules or ions with the total composition C20H30O15. Source: OMol25; level of theory: ωB97M-V/def2-TZVPD.

Geometry as XYZ:
```
65
Properties=species:S:1:pos:R:3:forces:R:3
C 10.718357 6.559846 2.092174 -0.274 0.023 -1.850
C 11.594433 5.364548 1.689136 1.070 1.857 0.445
C 12.866363 5.659826 0.745281 -3.104 -0.534 1.878
O 13.784921 4.743495 1.328717 0.420 0.423 -0.336
C 13.430114 4.441210 2.604938 0.213 -0.175 0.618
O 14.099018 3.782108 3.342948 -0.315 0.378 -0.413
O 12.235402 5.000338 2.921854 0.720 -1.216 -0.602
H 10.519969 7.058721 1.135997 -0.805 -0.068 0.008
H 11.128873 7.391280 2.664982 0.814 -0.641 0.335
H 9.806310 6.237790 2.590881 -0.075 -0.046 -0.227
H 11.066066 4.534449 1.222223 -0.378 -0.061 0.477
H 13.039301 6.726008 0.884122 1.047 -0.094 -0.228
H 12.569215 5.379902 -0.260403 0.598 0.048 -0.163
C 12.316288 1.935277 -2.215363 -0.910 -0.660 -0.033
C 13.325810 2.512952 -3.126927 0.908 -0.516 -1.723
C 13.194147 4.014030 -3.412857 0.331 -0.763 -0.086
O 14.313171 4.539245 -2.717289 0.456 -0.032 0.859
C 15.219996 3.525854 -2.395854 -0.720 0.304 -1.197
O 16.334348 3.722308 -2.058164 -0.013 0.084 0.430
O 14.680282 2.313344 -2.680259 -0.068 1.162 0.607
H 11.373101 2.404022 -2.495872 -0.139 -0.087 0.384
H 12.503794 2.064853 -1.150944 0.050 0.273 -0.071
H 12.194796 0.871599 -2.425816 0.143 -0.051 0.239
H 13.344842 1.980235 -4.080601 -0.511 -0.059 0.004
H 12.194485 4.329980 -3.111821 0.386 0.576 0.698
H 13.291079 4.299719 -4.462206 0.148 -0.304 -0.082
C 5.729213 2.905139 -0.490581 1.912 0.427 0.920
C 6.830661 3.321595 -1.481738 -1.482 -0.609 0.355
C 6.922042 4.817136 -1.680844 0.689 0.948 -0.572
O 8.329601 5.005192 -1.882649 -0.249 1.132 -0.442
C 8.986861 4.004645 -1.343366 1.816 -0.251 0.195
O 10.183211 4.015885 -1.168308 -1.196 -0.326 0.008
O 8.153642 2.992212 -1.075467 0.188 -0.524 0.792
H 4.778184 2.987815 -1.005201 -0.103 -0.362 0.262
H 5.765652 3.489164 0.434614 -0.294 0.693 -0.337
H 6.020874 1.951508 -0.046180 -0.635 -0.597 -0.802
H 6.606415 2.690459 -2.345268 0.310 0.591 -0.541
H 6.684881 5.413863 -0.797398 -0.353 -0.376 0.162
H 6.465653 5.299109 -2.543550 -0.411 -0.505 0.000
C 6.736586 -0.658572 3.266028 0.265 -1.161 -0.870
C 6.391438 0.747118 2.740611 -1.248 -3.344 2.445
C 5.446693 1.546295 3.663330 0.945 0.321 -1.414
O 6.067222 2.831226 3.523430 -0.313 1.230 0.222
C 7.314155 2.749644 2.991103 0.336 0.324 0.362
O 8.084521 3.649443 2.841785 -0.719 -0.130 0.092
O 7.584378 1.475186 2.691402 0.046 0.301 -0.669
H 7.616517 -0.859946 2.649906 0.254 -0.543 0.492
H 6.041128 -1.460963 2.998880 -0.448 0.551 -0.672
H 6.888753 -0.970702 4.300503 0.501 1.301 0.316
H 5.951063 0.459411 1.785869 0.127 1.109 -0.408
H 5.398661 1.271601 4.715897 0.335 -0.184 -0.061
H 4.443165 1.563244 3.246037 0.002 0.236 0.124
C 2.955728 1.886867 0.843565 -1.393 0.513 1.187
C 2.518383 0.626763 1.679620 -0.511 2.052 -2.386
C 1.337871 -0.069883 0.962517 1.529 0.148 0.140
O 1.837005 -1.386322 0.808349 0.280 -1.006 0.461
C 3.183662 -1.428540 1.046585 -0.654 -0.793 -0.580
O 3.873519 -2.374654 0.845100 -0.128 0.257 0.177
O 3.606352 -0.236280 1.480005 0.591 -0.713 0.844
H 3.336832 1.578069 -0.125748 0.609 -0.313 0.390
H 3.580690 2.544932 1.446598 0.643 -0.269 -0.390
H 2.154865 2.568125 0.535829 -0.555 -0.320 0.468
H 2.284340 0.767437 2.734493 0.390 0.223 0.016
H 1.269411 0.293914 -0.063606 -0.769 0.422 0.272
H 0.459334 -0.012605 1.599758 -0.300 -0.274 -0.532
```
Forces are in eV/Å.

- relative energy (zero: lowest compared OMol25 entry of this formula, charge and spin) (kcal per mole) = 58.5
- E_HOMO (eV) = -10.173
- Kohn-Sham gap (eV) = 10.138
- multiplicity = 1
- E (hartree) = -1908.69405
- structure (SMILES) = C[C@H]1COC(=O)O1.C[C@H]1COC(=O)O1.C[C@H]1COC(=O)O1.C[C@H]1COC(=O)O1.C[C@H]1COC(=O)O1


A molecular structure, C5H12O3Tb. Source: OMol25; level of theory: ωB97M-V/def2-TZVPD.

Geometry as XYZ:
```
21
Properties=species:S:1:pos:R:3:forces:R:3
H -1.790086 -2.468865 0.324373 0.151 -0.361 1.163
C -5.608464 2.315832 -3.627861 -0.898 2.938 1.025
O -5.435165 1.088995 -4.264509 -1.130 1.321 -1.697
C -4.396897 2.679209 -2.775272 0.044 0.930 -0.437
O -4.065493 1.516427 -1.985975 -0.643 -0.537 -0.581
C -2.939108 1.682221 -1.131015 1.144 0.288 0.956
C -2.498113 0.318384 -0.645267 -0.111 0.488 1.216
O -2.478639 -0.540855 -1.760833 -1.173 0.137 -2.284
C -2.083450 -1.862247 -1.451443 1.309 -2.900 -4.084
Tb -4.548587 -0.192959 -3.333386 2.598 -3.851 1.872
H -6.503218 2.308478 -2.973909 0.253 -0.217 -0.474
H -5.749652 3.140497 -4.350245 -0.022 -0.519 0.124
H -4.606008 3.516768 -2.095142 -0.050 -0.162 -0.323
H -3.526782 2.925200 -3.405115 -0.170 -0.020 0.218
H -3.231843 2.303242 -0.273054 0.105 -0.093 -0.249
H -2.129224 2.182876 -1.683495 -0.300 -0.123 0.029
H -3.195061 -0.079979 0.113727 0.231 0.128 -0.175
H -1.496070 0.394311 -0.190411 -0.336 -0.019 -0.144
H -1.795899 -2.660374 -2.430695 -1.141 2.695 1.441
H -1.009393 -1.817491 -1.201990 -0.813 -0.321 1.261
H -2.968139 -2.431570 -1.123541 0.951 0.199 1.142
```
Forces are in eV/Å.

- relative energy (zero: lowest compared OMol25 entry of this formula, charge and spin) (kcal per mole) = 87.1
- E_HOMO (alpha / beta) (eV) = -18.832 / -15.352
- Kohn-Sham gap (alpha / beta) (eV) = 10.101 / 6.162
- net charge = +2
- multiplicity = 8
- E (hartree) = -1247.06653


Q: Which max |F| values were calculated for the entries above? A: 1.61, 5.85, 3.53, 6.68, 4.33, 5.18, in eV/A.